Density functional theory data (ωB97M-V/def2-TZVPD) for a cluster of 25 separate species, C60H179N25O25 in total.

Output
HOMO energy = -8.497 eV
max |F| = 0.1591 Eh/bohr
LUMO energy = -0.120 eV

The geometry in ORCA input format:
```
! wB97M-V def2-TZVPD RIJCOSX def2/J DEFGRID3
* xyz 0 1
C -2.229 -4.443 0.289
C -2.884 -3.068 0.629
O -2.937 -2.342 -0.562
H -1.259 -4.306 -0.190
H -2.844 -5.123 -0.300
H -2.098 -4.925 1.257
H -2.316 -2.513 1.376
H -3.900 -3.205 0.998
H -3.854 -2.069 -0.648
C -2.900 -1.694 6.441
C -2.122 -0.479 5.880
O -1.973 0.541 6.905
H -3.926 -1.470 6.734
H -2.366 -2.203 7.244
H -3.018 -2.505 5.723
H -2.540 -0.026 4.981
H -1.124 -0.847 5.643
H -1.061 0.835 6.953
C 3.870 0.351 -0.151
C 4.896 0.620 0.920
O 5.673 -0.541 0.934
H 3.045 1.028 0.071
H 3.593 -0.680 -0.368
H 4.192 0.688 -1.137
H 4.516 0.805 1.925
H 5.443 1.473 0.519
H 5.197 -1.242 1.385
C 3.407 -3.316 0.569
C 4.523 -4.256 1.143
O 5.634 -3.439 1.016
H 2.402 -3.738 0.592
H 3.588 -3.015 -0.463
H 3.403 -2.425 1.197
H 4.565 -5.079 0.429
H 4.439 -4.655 2.153
H 6.275 -4.010 0.586
C -0.656 7.611 -2.100
C 0.456 6.729 -1.562
O 0.188 6.494 -0.263
H -1.565 7.463 -1.517
H -0.815 7.484 -3.170
H -0.424 8.667 -1.957
H 1.445 7.062 -1.879
H 0.517 5.715 -1.957
H -0.481 5.816 -0.141
C -0.447 2.990 5.465
C -1.065 4.341 5.174
O -0.185 5.296 5.714
H -0.256 2.879 6.532
H 0.411 2.974 4.792
H -1.084 2.182 5.105
H -2.051 4.456 5.624
H -1.159 4.404 4.090
H -0.604 6.031 6.167
C 3.736 4.254 1.631
C 2.649 5.047 0.943
O 2.071 4.051 0.193
H 4.246 3.704 0.839
H 3.259 3.525 2.286
H 4.429 4.775 2.292
H 3.152 5.875 0.444
H 1.985 5.485 1.689
H 1.164 4.341 0.077
C -1.399 -7.695 -1.569
C -1.108 -7.779 -0.040
O -0.418 -8.884 0.326
H -0.529 -7.138 -1.916
H -2.310 -7.104 -1.664
H -1.319 -8.550 -2.241
H -2.052 -7.828 0.504
H -0.505 -6.905 0.205
H -0.076 -8.629 1.186
C 0.537 -3.133 3.860
O -0.453 -3.287 3.195
N 0.590 -2.629 5.027
N 1.719 -3.309 3.340
H 1.518 -2.425 5.371
H -0.280 -2.587 5.539
H 1.599 -3.907 2.535
H 2.563 -3.210 3.885
C -0.005 1.012 9.182
O 0.387 0.650 8.087
N 0.671 1.740 10.049
N -1.111 0.685 9.690
H 0.262 1.910 10.957
H 1.522 2.175 9.722
H -1.758 0.352 8.989
H -1.616 0.953 10.522
C 5.034 -4.484 -6.423
O 4.612 -5.565 -6.697
N 5.751 -3.722 -7.255
N 5.026 -3.955 -5.216
H 6.188 -2.870 -6.932
H 5.902 -4.134 -8.164
H 5.578 -3.139 -4.993
H 4.809 -4.620 -4.487
C 3.046 -5.190 -2.919
O 4.207 -5.006 -2.712
N 2.336 -6.163 -2.519
N 2.345 -4.392 -3.673
H 1.330 -6.073 -2.533
H 2.747 -6.946 -2.031
H 2.786 -3.530 -3.962
H 1.382 -4.696 -3.677
C -6.219 2.852 1.961
O -6.849 2.626 2.983
N -5.103 2.249 1.678
N -6.603 3.691 1.081
H -4.637 2.620 0.862
H -4.605 1.710 2.373
H -5.864 3.967 0.451
H -7.372 4.312 1.289
C 0.782 -7.877 3.616
O 0.489 -8.600 2.716
N 0.284 -6.708 3.814
N 1.509 -8.199 4.610
H 0.551 -6.232 4.664
H -0.278 -6.341 3.060
H 1.855 -9.143 4.714
H 1.863 -7.429 5.160
C -1.815 -4.880 -3.483
O -0.696 -4.981 -3.089
N -2.164 -5.220 -4.655
N -2.846 -4.398 -2.803
H -3.148 -5.110 -4.852
H -1.537 -5.806 -5.188
H -2.718 -4.064 -1.859
H -3.688 -4.082 -3.263
C 6.743 -1.861 -2.364
O 7.081 -1.886 -3.502
N 7.164 -1.009 -1.491
N 6.184 -2.830 -1.724
H 7.646 -0.167 -1.773
H 6.860 -1.154 -0.539
H 6.048 -2.806 -0.723
H 6.093 -3.599 -2.373
C 5.171 -1.774 4.242
C 4.306 -1.351 5.439
C 3.406 -0.185 5.169
O 4.120 0.999 5.018
C 3.272 2.066 4.711
N 3.543 -2.512 5.798
H 6.030 -2.328 4.623
H 5.606 -0.941 3.691
H 4.636 -2.406 3.533
H 4.919 -1.103 6.306
H 2.805 -0.025 6.064
H 2.602 -0.478 4.494
H 2.502 1.924 3.952
H 3.952 2.851 4.380
H 2.714 2.437 5.570
H 4.116 -3.333 5.928
H 3.264 -2.425 6.764
C 1.838 3.300 -2.969
C 3.291 3.588 -2.577
C 4.199 3.479 -3.724
O 5.554 3.878 -3.628
C 6.459 2.879 -3.052
N 3.514 4.917 -2.016
H 1.438 4.087 -3.609
H 1.035 3.132 -2.251
H 1.645 2.350 -3.467
H 3.613 2.953 -1.751
H 3.748 4.077 -4.516
H 4.280 2.441 -4.046
H 6.386 1.986 -3.674
H 6.077 2.653 -2.056
H 7.458 3.312 -3.009
H 4.382 5.008 -1.508
H 2.869 4.818 -1.246
C -4.704 2.927 6.273
C -5.247 1.614 6.854
C -5.335 1.730 8.434
O -5.886 0.617 9.157
C -5.828 0.771 10.618
N -6.561 1.402 6.245
H -4.717 2.878 5.185
H -3.706 3.157 6.647
H -5.355 3.787 6.434
H -4.635 0.719 6.741
H -6.011 2.548 8.684
H -4.419 2.174 8.822
H -4.787 0.900 10.913
H -6.139 -0.205 10.990
H -6.449 1.510 11.124
H -6.710 1.919 5.390
H -6.819 0.453 6.017
C -6.306 -2.523 -2.454
C -5.550 -1.270 -1.965
C -6.119 -0.010 -2.449
O -5.367 1.126 -1.992
C -6.124 2.221 -2.317
N -5.350 -1.171 -0.501
H -7.290 -2.637 -2.000
H -5.725 -3.413 -2.211
H -6.357 -2.434 -3.540
H -4.499 -1.397 -2.226
H -7.126 0.116 -2.050
H -6.064 -0.047 -3.537
H -5.552 3.140 -2.188
H -6.907 2.334 -1.568
H -6.605 2.313 -3.291
H -5.235 -0.170 -0.426
H -6.301 -1.379 -0.230
C -2.693 2.678 -0.436
C -2.214 4.130 -0.401
C -3.250 5.095 0.310
O -3.416 4.784 1.686
C -4.091 5.849 2.393
N -1.004 4.106 0.379
H -1.961 2.044 -0.936
H -3.635 2.786 -0.975
H -2.685 2.375 0.611
H -1.942 4.393 -1.424
H -4.224 5.108 -0.180
H -2.917 6.124 0.181
H -5.101 6.063 2.044
H -3.585 6.795 2.201
H -4.092 5.657 3.466
H -1.367 4.015 1.317
H -0.568 3.218 0.174
C -2.133 -1.803 -5.645
C -2.528 -2.035 -7.116
C -1.879 -0.934 -7.992
O -0.543 -0.573 -7.522
C 0.381 -0.333 -8.541
N -2.169 -3.406 -7.455
H -1.051 -1.785 -5.515
H -2.620 -2.483 -4.947
H -2.550 -0.825 -5.404
H -3.596 -1.965 -7.321
H -2.460 -0.015 -8.073
H -1.839 -1.457 -8.947
H 0.196 0.637 -9.002
H 0.289 -1.016 -9.385
H 1.428 -0.438 -8.255
H -1.184 -3.483 -7.245
H -2.131 -3.480 -8.462
C -0.271 1.326 2.436
C 0.582 0.741 1.265
C 0.053 -0.572 0.691
O 0.740 -0.913 -0.491
C 0.459 -2.265 -1.068
N 0.449 1.690 0.156
H -1.334 1.463 2.236
H 0.173 2.251 2.804
H -0.231 0.717 3.339
H 1.610 0.575 1.585
H -1.008 -0.457 0.467
H 0.091 -1.374 1.428
H 0.314 -2.947 -0.229
H 1.286 -2.658 -1.659
H -0.471 -2.267 -1.636
H 0.977 2.522 0.375
H 0.841 1.300 -0.689
C 2.989 2.039 -6.778
C 3.955 0.879 -6.503
C 3.210 -0.257 -5.730
O 2.938 0.299 -4.411
C 2.577 -0.741 -3.460
N 4.515 0.462 -7.746
H 3.339 2.878 -7.379
H 2.698 2.536 -5.853
H 2.106 1.688 -7.312
H 4.781 1.104 -5.828
H 3.928 -1.049 -5.516
H 2.364 -0.622 -6.312
H 2.038 -1.583 -3.894
H 1.902 -0.302 -2.725
H 3.495 -1.019 -2.942
H 5.140 -0.297 -7.513
H 5.103 1.246 -7.987
C -1.589 1.385 -3.919
C -1.573 2.188 -5.213
C -1.984 3.599 -5.078
O -2.978 3.809 -4.091
C -3.586 5.145 -4.169
N -0.375 2.170 -5.969
H -1.484 2.108 -3.110
H -0.818 0.615 -3.900
H -2.468 0.773 -3.717
H -2.208 1.704 -5.956
H -2.279 3.968 -6.060
H -1.153 4.270 -4.859
H -4.480 5.251 -4.783
H -2.869 5.951 -4.324
H -4.126 5.408 -3.260
H 0.306 2.228 -5.226
H -0.243 1.227 -6.307
*
```